Record 1
DFT (ωB97M-V/def2-TZVPD) results for 7 unconnected molecules or ions with the total composition C23H36O21 in a non-equilibrium geometry.

Element x y z (Å)
C: -1.888 1.928 3.430
H: 5.568 -1.637 -1.846
C: 1.987 -4.167 0.664
O: 3.601 3.575 1.974
O: 0.937 -7.253 -0.277
H: -2.395 -0.585 2.205
C: 2.524 -4.321 -0.788
C: -2.275 -3.387 0.649
C: -3.148 1.006 3.433
C: 4.543 -0.320 -0.345
C: -0.269 2.723 -3.279
H: 3.607 -4.459 -0.805
H: -1.264 3.098 -0.876
C: 3.318 0.214 -2.194
H: -1.236 -3.117 0.480
C: 0.426 -1.016 -0.794
C: 1.475 0.337 0.722
C: 0.635 1.190 -0.261
O: 3.607 -1.101 -2.332
O: 3.816 0.710 -1.036
O: 1.846 -5.468 -1.258
C: 1.386 -6.172 -0.198
H: 3.912 5.489 -0.514
H: 3.948 -0.670 0.499
O: -4.745 -3.239 1.494
H: 1.184 -3.442 0.707
O: -4.184 -3.634 3.611
H: -6.714 -3.194 0.862
O: -1.489 2.221 -3.045
O: 1.374 -0.962 0.159
C: 4.600 -1.470 -1.366
H: -0.179 4.532 -0.604
C: -1.869 1.090 -3.830
C: 4.587 4.075 1.091
H: -1.613 4.626 -1.509
H: -0.922 1.438 3.455
H: -2.917 -2.603 0.250
O: -2.650 -3.602 2.016
O: 1.666 -5.527 0.957
O: -0.121 0.194 -1.006
H: -2.896 0.657 -5.742
H: 1.193 1.655 -1.075
H: 2.481 0.743 0.704
C: -6.135 -3.176 1.781
H: 5.542 -0.008 -0.055
H: -2.395 -1.054 3.904
C: -2.924 -0.463 3.165
H: 2.252 -3.408 -1.322
C: -2.558 1.480 -5.119
H: 5.082 4.955 1.515
H: -3.405 2.158 -4.999
O: -2.012 2.582 2.165
H: -6.438 -4.039 2.386
H: -0.982 0.477 -3.959
H: -3.626 1.081 4.411
H: -2.423 -4.328 0.116
O: 0.067 3.654 -2.405
O: 0.163 -1.991 -1.404
H: 2.866 -3.858 1.229
H: -2.635 0.612 -3.213
O: 1.352 3.482 1.993
O: -3.959 1.570 2.419
C: 2.370 3.746 1.446
C: -3.884 -3.541 2.464
H: -1.814 2.060 -5.686
O: 0.422 2.382 -4.189
H: 0.979 0.410 1.686
C: 3.828 4.464 -0.176
H: 4.035 3.753 -0.977
H: -6.389 -2.278 2.354
H: -3.865 -0.940 2.881
O: -3.771 3.198 0.878
H: 5.402 3.370 0.934
H: 4.334 -2.406 -0.873
H: 0.041 1.827 0.381
H: -2.000 2.646 4.243
O: 2.460 4.139 0.160
O: 2.643 0.801 -2.951
C: -0.769 3.955 -1.309
C: -3.298 2.533 1.742

## Properties
SMILES string ... C[C@H]1COC(=O)O1.CCOC(=O)OC.COC(=O)OC.O=C1OCCO1.O=C1OCCO1.O=C1OCCO1.O=C1OCCO1
Energy above the lowest of the compared OMol25 structures with the same formula, charge and spin ... 26.7 kcal per mole
Gap between HOMO and LUMO ... 10.25 eV
HOMO level ... -10.3 eV

Atom charges from the Mulliken analysis, given in e for atoms 1 to 5: number 1, C, carries -0.431; number 2, H, carries 0.316; number 3, C, carries 0.242; number 4, O, carries -0.379; number 5, O, carries -0.502

=====

Record 2
DFT (ωB97M-V/def2-TZVPD) results for a molecular structure, C18H25As2Cl2N3O3RuS2.

Element x y z (Å)
C: 1.508 -2.995 -2.773
H: 3.756 1.258 1.184
As: 0.139 -1.985 -0.416
C: 0.523 -3.588 0.576
H: -1.255 -3.316 -1.984
H: 2.535 -1.854 4.791
H: -0.250 -3.746 1.325
O: 1.091 1.935 1.291
Cl: -1.304 1.263 -0.731
C: -0.533 0.054 5.970
H: 0.280 0.487 6.553
H: 4.605 0.569 -0.229
O: -0.709 1.664 2.388
N: 0.307 2.404 2.217
C: 3.354 -1.872 -3.838
C: 0.926 -0.775 4.181
Ru: 0.088 0.128 0.901
H: 3.075 2.150 -2.066
H: -2.274 -2.656 -0.695
S: -1.701 -1.009 1.596
H: -6.370 -0.921 0.202
N: -0.139 -0.112 4.573
H: 3.899 -0.510 1.002
H: 4.097 -1.835 -4.624
H: 2.519 -3.728 -4.510
C: 1.445 -1.973 -1.830
O: 0.541 3.406 2.789
Cl: -4.581 -2.132 1.988
N: 1.712 -1.353 5.084
C: -3.032 -0.401 0.588
C: -1.470 -2.432 -1.387
C: -5.392 -0.499 0.019
H: 2.086 2.930 -0.808
H: -3.774 1.746 -1.960
C: 2.333 -0.915 -1.894
H: -1.372 0.741 6.005
H: -6.039 0.794 -1.563
C: 2.466 -2.938 -3.774
C: 2.143 2.099 -1.504
C: 3.785 0.433 0.476
H: -0.714 0.314 3.859
C: -4.322 -0.927 0.782
H: 3.993 -0.029 -2.957
As: 2.156 0.428 -0.546
C: -3.938 0.998 -1.197
C: -2.896 0.561 -0.409
H: 0.824 -3.834 -2.739
S: 1.407 -1.010 2.527
H: 1.499 -3.526 1.047
H: -1.747 -1.614 -2.048
H: 1.305 2.116 -2.197
C: -5.200 0.460 -0.969
C: 3.294 -0.853 -2.898
H: 1.506 -1.321 6.069
H: 0.515 -4.400 -0.151
H: -0.841 -0.898 6.404

## Properties
Energy above the lowest of the compared OMol25 structures with the same formula, charge and spin ... 0.0 kcal per mole
Gap between HOMO and LUMO ... 6.81 eV
Net charge ... +2
HOMO level ... -14.1 eV

Atom charges from the natural (NBO) analysis, given in e for atoms 1 to 5: number 1, C, carries -0.187; number 2, H, carries 0.270; number 3, As, carries 1.366; number 4, C, carries -0.944; number 5, H, carries 0.256

=====

Record 3
DFT (ωB97M-V/def2-TZVPD) results for C8H11N3O in the gas phase in a non-equilibrium geometry.

Element x y z (Å)
C: -0.470 -0.721 0.816
H: 0.119 -2.620 -0.514
C: 0.161 2.241 -0.199
C: 1.389 -1.241 -1.367
N: -1.834 -1.912 -2.808
H: 2.068 -1.181 -2.215
H: -0.194 3.238 -0.047
N: -2.488 -0.075 -0.434
H: -2.844 0.648 -1.089
H: -2.618 -1.098 -0.634
C: 0.141 -1.986 -1.323
N: -1.198 -1.394 1.619
C: -1.235 0.263 -0.078
H: -2.124 -1.016 1.544
H: 1.088 2.263 -0.959
H: 2.714 -0.184 -0.090
C: 1.837 -0.721 -0.247
C: 0.997 -0.668 1.053
H: 1.419 -1.462 1.764
C: -0.868 -1.951 -2.173
H: 1.445 0.305 1.496
H: 0.659 1.969 0.736
O: -0.757 1.298 -0.738

## Properties
Energy above the lowest of the compared OMol25 structures with the same formula, charge and spin ... 103.0 kcal per mole
Gap between HOMO and LUMO (alpha / beta) ... 7.02 / 5.58 eV
HOMO level (alpha / beta) ... -7.4 / -6.6 eV

Atom charges from the natural (NBO) analysis, given in e for atoms 1 to 5: number 1, C, carries 0.172; number 2, H, carries 0.238; number 3, C, carries -0.265; number 4, C, carries -0.198; number 5, N, carries -0.434